# C22H29N2O4

The ion C22H29N2O4 with charge +1 in a non-equilibrium geometry (wB97M-V/def2-TZVPD, the Open Molecules 2025 dataset).

orbital gap	8.1	eV
HOMO	-10.1	eV
net charge	+1
spin multiplicity	1
calculated total energy	-34448.00060	eV
relative energy (zero: lowest compared OMol25 entry of this formula, charge and spin)	35.67	kcal/mol

Geometry as XYZ:
```
57
Properties=species:S:1:pos:R:3:lowdin_charge:R:1
O -2.964 5.604 1.788 0.045
O 1.582 -0.531 -0.353 -0.038
O -0.892 6.244 2.564 0.046
O 0.764 0.595 1.844 -0.158
N 0.855 -2.278 -2.242 -0.108
N 2.543 -3.304 -0.445 -0.168
C 0.044 3.968 2.745 0.060
C 1.684 -0.456 2.036 -0.154
C -0.268 2.618 2.558 -0.197
C -1.003 0.275 -1.959 -0.040
C -0.110 -1.698 -3.212 -0.067
C -2.195 4.497 1.993 -0.202
C -2.441 -1.625 -2.249 -0.043
C 3.162 -2.847 -1.673 -0.128
C 2.144 -2.696 -2.822 -0.079
C -2.168 6.708 2.171 -0.141
C -1.220 -1.000 -2.470 -0.226
C -0.937 4.886 2.463 -0.194
C 0.760 1.566 2.879 -0.150
C -1.518 2.238 2.096 -0.049
C 2.582 -2.456 0.720 -0.115
C -1.986 0.911 -1.222 -0.058
C 0.273 -3.406 -1.483 -0.081
C -3.428 -0.984 -1.518 -0.057
C 1.388 -4.122 -0.669 -0.130
C -3.198 0.278 -0.998 -0.061
C 1.512 -1.352 0.809 -0.303
C -2.506 3.174 1.797 0.010
H 3.653 -1.892 -1.488 0.127
H 1.715 -5.011 -1.216 0.131
H -1.808 1.899 -0.825 0.104
H -2.629 -2.607 -2.658 0.118
H 1.472 -1.011 2.958 0.145
H 0.517 1.076 3.834 0.141
H -2.064 7.400 1.321 0.143
H -3.967 0.774 -0.426 0.108
H 2.480 -3.092 1.603 0.140
H -4.376 -1.472 -1.357 0.112
H -3.479 2.879 1.442 0.117
H 1.758 2.016 2.971 0.133
H 0.989 -4.453 0.289 0.135
H 3.569 -1.991 0.755 0.139
H 2.492 -1.943 -3.530 0.139
H -0.068 0.780 -2.155 0.120
H 1.090 -1.510 -1.547 0.124
H 1.175 0.315 -0.099 0.109
H 2.001 -3.637 -3.358 0.142
H 1.009 4.283 3.105 0.129
H 3.929 -3.569 -1.982 0.132
H 2.711 -0.065 2.088 0.145
H -1.729 1.188 1.963 0.112
H 0.430 -0.980 -3.834 0.142
H -0.497 -2.495 -3.850 0.143
H -2.646 7.233 3.012 0.144
H -0.177 -4.107 -2.190 0.139
H 0.506 -1.796 0.864 0.152
H -0.515 -3.016 -0.838 0.125
```

# C22H29N2O5

The ion C22H29N2O5 with charge +1 in a non-equilibrium geometry (wB97M-V/def2-TZVPD, the Open Molecules 2025 dataset).

orbital gap	8.0	eV
HOMO	-10.4	eV
net charge	+1
spin multiplicity	1
calculated total energy	-36474.04162	eV

Geometry as XYZ:
```
58
Properties=species:S:1:pos:R:3:lowdin_charge:R:1
O 2.507 -2.620 0.607 -0.002
O 4.404 -2.064 1.876 0.090
O 0.832 0.932 -1.124 0.055
O -3.723 -4.278 -0.402 -0.159
O 0.323 -0.912 -2.762 -0.150
N -0.294 3.725 -1.037 -0.158
N 0.021 2.264 1.103 0.016
C 3.444 -1.156 2.138 -0.188
C 0.961 3.886 -0.160 -0.046
C -2.280 -1.333 -2.300 -0.159
C -3.176 -2.187 -1.919 -0.001
C 0.929 3.308 1.220 -0.104
C 1.108 -0.576 1.541 -0.018
C 2.193 -1.340 1.380 -0.032
C -0.265 1.195 -1.849 -0.270
C -1.264 -3.573 -0.844 -0.034
C -0.381 2.840 -2.272 0.024
C 1.156 0.518 2.374 -0.154
C 2.519 0.753 3.002 -0.047
C 0.001 1.525 2.514 0.027
C -0.995 -1.523 -2.078 -0.135
C -3.447 -5.304 0.375 -0.170
C -2.760 -3.381 -0.990 -0.071
C -0.185 0.467 -3.360 0.054
C -0.349 -2.764 -1.488 0.016
C 3.605 -2.998 1.229 -0.306
C 3.626 0.049 2.784 -0.029
C -1.448 2.708 1.020 0.017
C -1.350 3.593 -0.293 -0.291
H 0.289 1.650 0.585 -0.003
H 0.982 0.100 -1.127 -0.012
H -2.186 3.542 -0.929 0.111
H -1.611 4.735 0.081 0.172
H -1.042 2.969 -2.873 0.009
H 0.619 0.698 -3.711 0.019
H 0.758 -3.017 -1.164 0.149
H 0.757 3.045 -2.682 0.181
H -1.939 3.074 1.710 0.035
H 4.110 -3.094 0.119 0.187
H 4.448 0.344 3.672 0.203
H 0.299 -1.074 1.197 0.108
H -2.767 -4.982 1.287 0.129
H -4.279 -2.158 -1.602 0.148
H 1.496 4.806 -0.446 0.129
H 0.614 4.029 1.815 0.128
H 0.250 2.157 3.271 0.099
H -2.181 1.842 0.596 0.191
H 2.488 1.822 3.638 0.171
H 3.820 -3.961 1.678 0.147
H -4.400 -5.838 0.565 0.106
H -0.996 0.262 -3.930 0.088
H -2.757 -0.658 -2.888 0.103
H 1.740 3.137 1.377 0.012
H -1.206 0.957 -1.472 0.095
H -2.810 -5.918 -0.396 0.125
H 1.781 3.241 -0.872 0.177
H -0.947 0.967 2.478 0.144
H -1.043 -4.432 -0.258 0.073
```

# C22H29N3O

An isolated molecule of C22H29N3O (wB97M-V/def2-TZVPD, the Open Molecules 2025 dataset).

orbital gap	8.8	eV
HOMO	-8.1	eV
net charge	0
spin multiplicity	1
calculated total energy	-29803.39958	eV
relative energy (zero: lowest compared OMol25 entry of this formula, charge and spin)	0.00	kcal/mol

Geometry as XYZ:
```
55
Properties=species:S:1:pos:R:3:lowdin_charge:R:1
O -2.264 -4.078 1.118 0.076
N -0.133 -0.856 -1.901 -0.127
N -1.529 -2.337 -0.156 0.138
N 1.189 1.558 -1.285 -0.105
C -0.886 0.731 3.474 -0.274
C 2.911 5.251 -0.280 -0.106
C 2.064 3.713 -1.919 -0.031
C -0.559 -2.137 -2.328 -0.182
C -1.997 -2.904 0.989 -0.472
C -0.352 -2.632 -3.607 -0.025
C 0.047 1.525 -2.177 -0.140
C 1.724 2.793 -0.922 -0.229
C 2.643 4.924 -1.600 -0.091
C -1.268 -2.921 -1.398 -0.153
C 1.999 3.134 0.403 -0.031
C -0.006 0.182 -2.904 -0.159
C -0.730 -0.718 3.931 -0.221
C 2.589 4.346 0.714 -0.092
C 1.043 -0.846 -1.045 -0.142
C -0.807 -3.893 -3.956 -0.093
C -0.816 1.699 4.649 -0.113
C -1.467 -4.674 -3.024 -0.084
C -2.099 -1.900 2.127 -0.107
C 1.122 0.494 -0.311 -0.163
C -0.722 -1.722 2.777 -0.195
C -1.704 -4.190 -1.749 -0.005
H 2.898 5.615 -2.390 0.102
H -0.395 -2.694 3.151 0.122
H 1.742 2.462 1.207 0.091
H -0.888 1.652 -1.604 0.133
H 0.986 -1.668 -0.329 0.120
H -0.634 -4.266 -4.954 0.100
H -1.332 -1.343 -0.153 0.126
H -0.090 0.971 2.764 0.090
H 3.367 6.197 -0.033 0.097
H 0.908 0.070 -3.508 0.128
H 0.241 0.601 0.347 0.114
H 1.890 3.468 -2.956 0.105
H -0.926 2.726 4.306 0.068
H -2.232 -4.784 -1.022 0.102
H 2.787 4.586 1.749 0.102
H 2.026 0.507 0.299 0.127
H -1.812 -5.661 -3.291 0.102
H 0.139 1.609 5.162 0.071
H 0.003 -1.397 2.026 0.097
H 1.962 -0.975 -1.641 0.136
H -0.877 0.149 -3.561 0.132
H -1.537 -0.969 4.623 0.116
H -2.798 -2.291 2.866 0.126
H -1.842 0.861 2.964 0.103
H 0.176 -2.035 -4.335 0.106
H -2.475 -0.947 1.753 0.110
H -1.609 1.489 5.363 0.072
H 0.212 -0.810 4.477 0.113
H 0.116 2.336 -2.900 0.112
```